Computed, not measured: 2 unconnected molecules or ions with the total composition C3H4I2 at a distorted geometry, with the ωB97M-V functional and the def2-TZVPD basis.

As for the charge: 0. The value obtained for the total energy is -711.90693 Ha. As for the HOMO energy (alpha / beta): -9.33 / -8.59 eV. The relative energy (zero: lowest compared OMol25 entry of this formula, charge and spin) is 385.6 kJ/mol.

Structure (XYZ):
```
9
Properties=species:S:1:pos:R:3:forces:R:3
C -1.2890 -0.3878 -0.5030 0.702 -1.833 -0.720
C -0.2572 0.4476 -0.3886 -0.953 -0.472 1.140
C 0.9061 0.1628 0.3986 1.066 0.421 0.362
I 2.4827 1.6136 0.1043 -0.658 -0.351 0.449
I 1.6529 -1.7595 0.1032 0.227 -0.522 0.297
H -2.0751 0.0253 -1.0958 -0.888 -0.402 -0.077
H -1.1987 -1.5000 -0.2809 -0.516 1.732 -0.035
H -0.4742 1.4123 -0.7697 0.483 1.112 -0.053
H 0.2525 -0.0144 2.4319 0.538 0.314 -1.363
```
Positions in Å, forces in eV/Å.

=====

Computed, not measured: a molecular structure, C3H14NO4 at a distorted geometry, with the ωB97M-V functional and the def2-TZVPD basis.

As for the charge: -1. The value obtained for the total energy is -478.36474 Ha. As for the HOMO energy: -4.89 eV. The relative energy (zero: lowest compared OMol25 entry of this formula, charge and spin) is 284.6 kJ/mol.

Structure (XYZ):
```
22
Properties=species:S:1:pos:R:3:forces:R:3
C 0.7075 0.1227 -1.4501 1.231 -1.494 -3.776
N -0.1274 -1.1129 -1.7954 0.038 2.432 0.114
C -1.4730 -0.8292 -1.3163 -0.154 -0.108 0.260
C -1.7074 -0.9672 0.2607 1.022 0.623 -2.084
O -2.8220 -0.2731 0.6261 -2.045 1.350 0.873
H 0.6846 0.3493 -0.4376 -0.281 0.640 1.682
H 0.4629 1.0263 -2.1332 -0.172 -1.602 1.185
H 1.7747 -0.0945 -1.7296 -1.009 0.211 0.452
H 0.1871 -1.9861 -1.3742 0.357 0.564 0.100
H -2.0984 -1.5195 -1.9067 -0.447 -0.024 0.799
H -1.8417 0.1798 -1.6317 0.723 -0.581 0.283
H -0.8604 -0.8931 0.9490 0.374 0.847 -0.528
H -2.0046 -1.9396 0.3796 -0.621 -2.928 0.282
H 2.0242 0.4483 2.0606 -1.353 1.831 -1.665
H 0.1506 1.4599 1.8229 -1.408 0.112 2.214
O 1.5369 1.0841 1.4181 1.184 -1.687 0.811
H 2.2812 1.0176 0.4079 1.740 0.062 0.234
H 3.5735 0.1319 -0.4105 1.477 -5.823 -0.759
O 3.3515 0.9707 -0.3003 -2.727 5.966 1.394
H -2.6682 0.6187 0.9580 0.663 -0.124 0.038
H -0.4265 0.6997 3.0092 -0.106 -0.627 0.654
O -0.7050 1.5061 2.5934 1.517 0.359 -2.564
```
Positions in Å, forces in eV/Å.

=====

Computed, not measured: a molecular structure, C25H40NO2PPdS at a distorted geometry, with the ωB97M-V functional and the def2-TZVPD basis.

As for the spin multiplicity: 3. As for the charge: 0. The value obtained for the total energy is -2049.19637 Ha. As for the HOMO energy (alpha / beta): -6.65 / -7.09 eV. The relative energy (zero: lowest compared OMol25 entry of this formula, charge and spin) is 51.2 kJ/mol.

Structure (XYZ):
```
71
Properties=species:S:1:pos:R:3:forces:R:3
Pd -0.7299 0.3760 -1.3592 0.060 -0.480 0.017
C 2.9876 1.5924 -2.7137 -0.106 -0.047 0.025
C 2.7917 0.9972 -1.3195 0.004 -0.172 0.003
C 4.1200 0.6334 -0.6610 -0.081 0.031 -0.036
P 1.4884 -0.3276 -1.4209 -0.021 0.158 -0.243
C 1.8997 -1.4756 -2.8269 -0.104 -0.072 0.241
C 3.2462 -2.1933 -2.8439 -0.010 0.126 -0.037
C 0.7438 -2.4806 -2.9235 0.087 0.127 -0.021
C 1.6429 -1.2823 0.1278 -0.166 0.042 -0.067
C 2.7087 -2.0869 0.4977 -0.044 0.008 0.027
C 2.7286 -2.7779 1.7083 -0.002 -0.024 0.027
C 3.9058 -3.6231 2.1052 -0.056 0.045 -0.015
C 1.6302 -2.6481 2.5661 0.019 -0.029 0.007
C 0.5573 -1.8574 2.2372 -0.122 0.070 -0.024
C 0.5306 -1.1544 1.0083 0.407 -0.210 0.498
N -0.4922 -0.3620 0.6540 -0.630 0.156 -1.223
C -1.6319 -0.1540 1.4452 -0.390 -0.071 0.782
C -2.7816 -0.9353 1.2379 0.372 0.091 -0.206
C -2.7519 -2.0428 0.2229 0.039 0.038 0.065
C -3.9198 -0.6511 1.9786 -0.005 0.047 0.049
C -3.9496 0.3732 2.9154 -0.054 0.009 0.019
C -5.1924 0.6583 3.7170 0.091 -0.018 -0.016
C -2.7932 1.1173 3.1181 -0.066 -0.025 0.030
C -1.6302 0.8645 2.4092 0.240 -0.140 -0.104
C -0.3600 1.6272 2.6792 -0.126 -0.066 0.006
H 3.5883 2.5016 -2.6525 0.007 -0.003 -0.002
H 2.0245 1.8492 -3.1551 0.027 0.046 -0.050
H 3.5090 0.8885 -3.3670 0.018 0.024 0.000
H 2.2961 1.7484 -0.6936 -0.014 0.001 -0.044
H 4.6584 -0.1263 -1.2300 0.020 0.020 0.044
H 3.9766 0.2704 0.3557 0.052 -0.012 0.015
H 4.7535 1.5224 -0.6157 0.019 -0.010 -0.003
H 1.8486 -0.8128 -3.6963 -0.044 0.042 0.028
H 3.3037 -2.9440 -2.0559 0.013 -0.016 -0.036
H 4.0816 -1.5005 -2.7376 0.017 -0.068 -0.008
H 3.3635 -2.7116 -3.7982 0.021 -0.019 0.008
H 0.7475 -3.1497 -2.0592 -0.018 -0.020 -0.015
H 0.8373 -3.0851 -3.8276 0.036 -0.022 0.016
H -0.2145 -1.9604 -2.9500 -0.037 -0.060 -0.013
H 3.5617 -2.1745 -0.1615 0.014 0.006 0.045
H 4.5427 -3.8423 1.2494 0.011 -0.010 0.007
H 3.5738 -4.5650 2.5430 0.037 -0.016 -0.004
H 4.5118 -3.1086 2.8545 0.019 -0.018 -0.002
H 1.6277 -3.1827 3.5095 0.009 -0.005 -0.010
H -0.2922 -1.7657 2.9041 0.022 -0.004 -0.003
H -2.0766 -2.8421 0.5405 -0.016 -0.021 -0.019
H -2.3807 -1.6625 -0.7323 -0.031 -0.066 -0.001
H -3.7452 -2.4623 0.0728 0.004 -0.016 0.013
H -4.8126 -1.2432 1.8086 0.004 -0.005 -0.012
H -6.0668 0.1953 3.2617 -0.018 0.012 0.015
H -5.3691 1.7316 3.7930 -0.033 -0.005 0.006
H -5.0922 0.2674 4.7322 -0.041 0.008 -0.001
H -2.7954 1.9097 3.8602 0.014 0.018 -0.021
H -0.5651 2.5324 3.2501 0.031 -0.002 0.006
H 0.1287 1.8951 1.7439 0.056 0.078 -0.056
H 0.3417 1.0112 3.2490 0.012 0.055 0.004
C -2.2603 3.7922 -1.2331 0.123 -0.264 0.033
S -0.5975 3.1564 -0.9357 -0.147 1.329 0.143
C 0.1517 4.7862 -0.5776 -0.142 -0.417 0.141
O -0.0298 2.7922 -2.2648 0.165 -0.103 -0.294
H -2.6644 4.1873 -0.3000 0.025 -0.013 -0.004
H -2.8245 2.9221 -1.5764 -0.004 -0.028 0.005
H -2.2135 4.5575 -2.0067 0.062 0.016 0.012
H -0.2989 5.1950 0.3273 0.036 0.028 -0.005
H -0.0134 5.4425 -1.4301 -0.028 -0.038 -0.037
H 1.2186 4.6266 -0.4285 -0.015 0.002 0.014
C -3.8376 0.2135 -2.0200 0.022 0.050 0.004
O -2.6148 0.8591 -2.0862 0.375 0.004 0.246
H -4.6227 0.8310 -2.4897 0.023 -0.055 0.038
H -4.1637 0.0220 -0.9826 -0.030 -0.019 -0.069
H -3.8446 -0.7546 -2.5512 -0.010 0.003 0.063
```
Positions in Å, forces in eV/Å.